{"formula": "C23H27N3O5S", "method": "the ωB97M-V functional and the def2-TZVPD basis", "symbols": ["S", "O", "O", "O", "O", "O", "N", "N", "N", "C", "C", "C", "C", "C", "C", "C", "C", "C", "C", "C", "C", "C", "C", "C", "C", "C", "C", "C", "C", "C", "C", "C", "H", "H", "H", "H", "H", "H", "H", "H", "H", "H", "H", "H", "H", "H", "H", "H", "H", "H", "H", "H", "H", "H", "H", "H", "H", "H", "H"], "positions_angstrom": [[1.89639, 1.49951, 1.40747], [5.19899, -1.20427, -1.59348], [7.06958, -2.38936, -2.10527], [1.46609, 1.66445, -1.79876], [0.74962, 0.75395, 0.95192], [1.91287, 1.85185, 2.80438], [6.68781, -1.57624, 0.01596], [-2.67959, -0.03543, -0.74575], [-0.76235, 1.83085, -1.60239], [-1.43106, -0.48378, -1.33353], [3.57892, 0.08681, -0.23958], [-4.86998, -0.81157, -0.08022], [6.39512, -1.79207, -1.31792], [0.49322, 2.17100, -1.26050], [5.45987, -0.36469, 1.86129], [-0.96653, 0.58752, -2.32468], [-7.17038, -1.54364, 0.62292], [-5.48084, 0.36974, -0.77527], [0.69165, 3.28482, -0.23062], [5.66934, -0.84877, 0.58194], [-2.93582, -2.14683, 0.47615], [-1.98359, 2.26958, -0.96648], [4.29169, 0.35111, 2.07704], [-2.46020, 1.18773, 0.00842], [-5.11694, -2.86882, 1.14522], [2.02967, 3.05628, 0.44165], [7.87994, -2.05874, 0.65565], [4.73952, -0.62343, -0.44846], [-5.68460, -1.74250, 0.56467], [3.38806, 0.56293, 1.04999], [-3.75229, -3.07735, 1.08925], [-3.48191, -1.00453, -0.10008], [-6.35709, 0.06239, -1.34268], [6.16998, -0.53634, 2.65336], [-7.60844, -1.61834, -0.37265], [-0.63693, -0.61110, -0.58143], [-3.38807, 1.49160, 0.49267], [2.81891, 2.91166, -0.29083], [-7.41436, -0.56013, 1.02151], [-1.60192, -1.42655, -1.85574], [0.67360, 4.25167, -0.74052], [-3.32024, -3.96003, 1.53762], [-1.86805, -2.29923, 0.46031], [-5.79984, 1.12847, -0.05964], [-2.73302, 2.39844, -1.75573], [-5.75169, -3.59001, 1.63974], [-1.72651, 0.74762, -3.09453], [-0.02324, 0.30168, -2.78910], [4.05504, 0.75556, 3.04815], [-1.85152, 3.22486, -0.46337], [-4.76010, 0.81071, -1.45742], [7.62668, -2.73843, 1.47088], [-0.08411, 3.26079, 0.53167], [2.28890, 3.83198, 1.15488], [-1.68433, 1.04022, 0.77707], [2.86041, 0.28164, -1.01978], [-7.63171, -2.29861, 1.25447], [8.45959, -2.59106, -0.09729], [8.46581, -1.22560, 1.04741]], "forces_ev_per_angstrom": [[0.502, 0.072, 0.464], [-0.321, 0.056, -0.402], [-0.168, 0.028, -0.212], [0.326, -0.059, -0.059], [0.031, -0.083, -0.371], [0.289, 0.168, 0.097], [-0.321, 0.118, -0.198], [0.068, -0.080, -0.055], [-0.131, -0.080, -0.237], [0.098, 0.098, -0.318], [0.398, -0.424, -0.519], [0.064, 0.040, 0.004], [0.807, -0.396, 0.152], [-0.221, 0.573, -0.191], [0.114, -0.184, -0.287], [0.257, -0.440, -0.129], [0.061, -0.016, -0.030], [0.011, -0.086, 0.035], [0.032, -0.330, -0.018], [-0.523, 0.267, -0.113], [0.084, 0.100, -0.022], [-0.228, 0.043, 0.461], [-0.209, 0.190, 0.136], [-0.036, 0.356, -0.061], [0.018, -0.011, 0.001], [-0.028, -0.611, 0.102], [0.185, -0.088, 0.054], [-0.045, 0.322, 1.027], [0.063, -0.073, 0.086], [-0.464, 0.455, 0.237], [0.003, -0.068, 0.032], [-0.165, -0.190, 0.060], [-0.094, 0.051, -0.034], [0.072, -0.016, 0.109], [-0.107, 0.033, -0.042], [-0.065, -0.114, -0.082], [0.001, 0.017, -0.012], [0.035, 0.050, -0.014], [-0.103, 0.065, 0.008], [0.040, 0.019, 0.024], [-0.001, -0.024, 0.074], [0.041, -0.067, 0.036], [0.131, -0.004, -0.015], [-0.065, 0.121, 0.009], [0.025, 0.049, 0.118], [-0.077, -0.060, 0.044], [0.032, -0.052, 0.036], [-0.144, 0.038, 0.004], [0.045, 0.032, 0.133], [0.015, -0.017, -0.042], [-0.008, 0.072, -0.050], [0.033, 0.002, -0.015], [-0.102, 0.147, -0.094], [0.040, -0.023, 0.104], [-0.154, 0.039, 0.012], [-0.074, -0.004, -0.144], [-0.060, -0.023, 0.026], [-0.019, 0.036, 0.090], [0.014, -0.034, -0.006]], "e_above_lowest_kj_mol": 186.6, "e_lumo_ev": 0.569, "charge": 0, "homo_ha": -0.2963, "energy_ev": -49833.3338, "smiles": "Cc1cccc(N2CCN(C(=O)CCS(=O)(=O)c3ccc4c(c3)oc(=O)n4C)CC2)c1C"}

---

{"formula": "C23H27N3O6S", "method": "the ωB97M-V functional and the def2-TZVPD basis", "symbols": ["S", "O", "O", "O", "O", "O", "O", "N", "N", "N", "C", "C", "C", "C", "C", "C", "C", "C", "C", "C", "C", "C", "C", "C", "C", "C", "C", "C", "C", "C", "C", "C", "C", "H", "H", "H", "H", "H", "H", "H", "H", "H", "H", "H", "H", "H", "H", "H", "H", "H", "H", "H", "H", "H", "H", "H", "H", "H", "H", "H"], "positions_angstrom": [[6.43470, 1.26902, 0.14084], [-4.44116, -3.09714, -0.05999], [6.96329, 1.74641, -1.10894], [0.01615, -0.96976, 1.31599], [6.50030, 2.13352, 1.28098], [-8.73236, 1.66304, -0.06130], [9.79397, -0.75478, -0.11179], [0.81432, -0.45052, -0.75657], [-3.78860, -0.89382, -0.13907], [7.10263, -0.20743, 0.59035], [8.16438, -0.15281, 1.57791], [-0.14410, -0.86583, 0.12311], [9.50337, 0.17195, 0.91238], [-6.49170, 1.56687, -0.70844], [-2.54597, -0.14543, -0.13553], [2.90258, 0.35383, -1.58697], [8.79889, -0.73440, -1.11241], [-7.55971, 0.97891, -0.02926], [-6.10787, -0.84012, 0.58294], [2.68163, -0.05606, 0.78185], [-2.08817, -2.48181, -0.03276], [2.12915, -0.05696, -0.49921], [-5.04603, -0.25822, -0.09945], [3.99010, 0.35203, 0.96150], [-9.86218, 1.11857, 0.59281], [-7.35140, -0.23545, 0.61566], [7.42376, -1.07404, -0.52664], [4.20849, 0.76163, -1.39756], [4.74341, 0.75724, -0.12348], [-5.25679, 0.95838, -0.74666], [-11.02470, 2.07467, 0.37649], [-3.59080, -2.23987, -0.07303], [-1.47966, -1.17713, -0.54124], [-11.91499, 1.69143, 0.86668], [-1.38545, -1.20539, -1.63024], [-6.65796, 2.50772, -1.20864], [-9.65819, 1.00599, 1.66679], [9.09884, -1.47644, -1.85434], [-1.79745, -2.65013, 1.00774], [10.32459, 0.10251, 1.62751], [-10.78276, 3.05131, 0.78654], [4.43780, 0.37072, 1.94155], [-8.14819, -0.72396, 1.15329], [-1.81372, -3.35754, -0.61691], [2.47544, 0.35643, -2.57981], [2.08280, -0.37016, 1.61997], [-11.22098, 2.18486, -0.68643], [6.64680, -0.94851, -1.28123], [7.89517, 0.61823, 2.29855], [-2.57920, 0.69649, -0.82743], [7.41479, -2.10629, -0.16143], [4.82144, 1.09548, -2.21984], [-2.34146, 0.23595, 0.87364], [8.21341, -1.12835, 2.07201], [8.74956, 0.25988, -1.57709], [0.55340, -0.40147, -1.73230], [-4.46288, 1.43929, -1.29628], [9.45664, 1.19021, 0.49757], [-5.96732, -1.78348, 1.08311], [-10.10006, 0.13077, 0.17449]], "forces_ev_per_angstrom": [[-0.354, -0.492, 0.044], [-0.197, -0.207, 0.088], [-0.168, -0.192, -0.065], [0.022, -0.016, 0.271], [-0.043, -0.129, 0.241], [0.085, 0.132, -0.109], [0.101, -0.162, 0.062], [0.030, 0.067, -0.449], [0.166, 0.215, -0.172], [-0.497, 0.921, -0.089], [0.514, 0.305, 0.224], [-0.310, -0.040, -0.447], [-0.135, 0.021, 0.283], [-0.257, -0.001, 0.102], [0.182, 0.288, 0.138], [-0.068, -0.043, 0.157], [-0.254, -0.048, -0.187], [0.266, -0.047, -0.064], [0.218, 0.006, -0.021], [-0.025, -0.022, 0.174], [0.007, -0.025, -0.039], [0.392, 0.129, 0.079], [-0.435, 0.022, 0.113], [-0.055, 0.024, -0.069], [-0.343, -0.067, 0.145], [-0.299, 0.218, -0.020], [0.280, -0.184, -0.487], [0.064, 0.060, -0.056], [0.574, 0.200, -0.058], [0.032, -0.128, 0.041], [0.411, -0.202, -0.002], [0.406, -0.351, -0.196], [-0.094, -0.082, 0.304], [-0.104, -0.022, 0.044], [-0.025, 0.021, 0.055], [-0.013, 0.113, -0.060], [0.021, -0.049, -0.130], [-0.087, 0.061, -0.006], [-0.008, 0.006, -0.027], [-0.074, 0.095, -0.003], [-0.024, 0.097, 0.051], [-0.032, -0.056, 0.192], [-0.090, -0.021, 0.041], [-0.079, -0.004, 0.022], [-0.036, 0.006, -0.108], [0.019, 0.009, 0.011], [-0.065, 0.015, -0.090], [0.028, -0.220, -0.113], [0.153, -0.129, 0.139], [0.012, -0.060, 0.048], [-0.053, 0.073, -0.055], [0.014, 0.021, -0.143], [0.020, 0.030, -0.133], [-0.033, 0.074, -0.031], [0.063, -0.166, 0.005], [-0.080, -0.071, 0.245], [0.084, 0.032, -0.041], [0.076, -0.048, 0.054], [0.012, -0.050, 0.014], [0.084, 0.075, 0.081]], "e_above_lowest_kj_mol": 148.6, "e_lumo_ev": 0.216, "charge": 0, "homo_ha": -0.2983, "energy_ev": -51879.9914, "smiles": "CCOc1ccc(N2C[C@@H](C(=O)Nc3ccc(S(=O)(=O)N4CCOCC4)cc3)CC2=O)cc1"}